# 1
Density functional theory data (the ωB97M-V functional and the def2-TZVPD basis) for a molecular structure, C52H51BrF13I2N4O10S2.

spin multiplicity = 1
energy above the lowest of the compared OMol25 structures with the same formula, charge and spin = 0.0 kcal per mole
E_tot = -224416.843 eV
molecular weight = 1536.8 g mol⁻¹
lowest unoccupied orbital energy = -2.8 eV
total charge = +1

The geometry in XYZ format:
```
135
Properties=species:S:1:pos:R:3:forces:R:3
C -6.604762 -0.905516 0.778834 0.2 -0.1 0.1
N -5.364981 -1.674411 0.970282 -0.2 -0.1 -0.5
C -4.450092 -1.573210 -0.169019 -0.4 -0.1 0.5
C -3.013111 -1.405022 0.346697 -0.2 0.6 -0.4
C -2.976264 -0.064510 1.166949 0.4 -0.4 0.0
C -3.231873 -0.061915 2.655722 -0.4 0.1 0.5
O -3.976900 -0.711897 3.305593 0.4 0.0 -0.3
Br -2.131895 1.300168 3.547996 -0.1 -0.1 -0.1
N -2.707651 -2.599806 1.237260 0.3 -0.4 0.1
C -3.022649 -3.941229 0.626135 0.0 -0.6 0.2
C -3.357747 -4.919491 1.734158 -0.6 0.1 0.5
N -4.464757 -4.751061 2.331197 0.5 0.1 -0.3
C -1.298355 -2.650973 1.826174 0.5 0.1 0.4
C -1.285132 -2.546928 3.367780 0.0 -0.5 0.0
C -0.808388 -3.838083 4.053825 0.3 0.3 0.0
C -1.165035 -3.874194 5.546238 0.4 -0.4 0.1
C -1.547654 -5.262703 6.064871 -0.2 0.3 -0.3
S -0.264562 -6.473431 5.872081 0.1 0.1 0.6
O 0.990005 -5.825021 5.621468 0.0 -0.2 0.0
O -0.387274 -7.446798 6.908845 0.1 0.1 -0.3
O -0.761718 -7.105106 4.491946 0.1 -0.2 -0.4
C -0.342369 -1.614598 1.204863 0.0 0.4 -0.1
C 1.113024 -2.118962 1.345251 -0.1 0.2 0.4
C 2.014028 -1.064866 1.991839 -0.1 0.1 -0.5
C 3.419970 -1.599294 2.157537 0.1 0.0 0.0
F 3.866946 -1.976252 0.924769 0.1 -0.1 0.1
F 3.435164 -2.720988 2.921738 -0.2 0.1 0.0
C 4.507672 -0.616505 2.718461 -0.2 0.0 0.2
F 5.495618 -1.328053 3.281815 0.1 -0.2 -0.1
F 4.998350 0.054979 1.664464 0.1 0.2 0.0
C 4.111342 0.496464 3.746177 0.1 0.1 0.2
F 5.229538 1.196188 3.982012 0.0 0.1 -0.1
F 3.226665 1.308528 3.145020 -0.1 -0.1 -0.1
C 3.624348 -0.030882 5.150740 0.1 0.4 -0.1
F 4.704625 -0.339058 5.836633 0.5 -0.1 0.4
F 2.912393 -1.142095 4.994631 -0.5 -0.4 -0.3
S 2.563436 1.190413 6.176968 0.0 -0.2 -0.3
F 3.331908 2.397892 5.507385 0.0 0.2 0.1
F 3.576957 1.195827 7.375029 0.0 0.1 0.0
F 1.781820 -0.015996 6.847283 0.0 0.0 0.1
F 1.514958 1.174286 4.971363 -0.3 0.0 0.0
F 1.635383 2.204204 6.932419 0.1 -0.1 0.0
N -0.631998 -1.176220 -0.156157 0.0 -0.6 0.2
C -1.937549 -1.275447 -0.791022 0.0 0.2 -0.3
C -2.124983 0.091185 -1.520102 0.2 0.1 0.1
O -1.204860 0.047870 -2.594385 -0.2 0.0 -0.2
O -1.555609 1.143802 -3.452147 0.2 0.1 0.2
C -2.040028 -2.376006 -1.913776 0.0 -0.4 0.1
I -3.520738 -2.058272 -3.404805 0.0 0.0 0.1
C -1.235580 -3.436952 -2.081585 0.1 0.2 0.1
C 0.004410 -3.797768 -1.290261 0.1 0.0 0.0
I -1.479684 -4.868034 -3.594035 -0.1 0.0 -0.1
H -7.279116 -1.113361 1.606458 0.0 0.0 0.0
H -7.115943 -1.156926 -0.154652 0.0 0.1 -0.1
H -6.373546 0.159049 0.787466 -0.1 0.1 0.0
H -5.636029 -2.645530 1.081545 0.1 0.0 0.2
H -4.553573 -2.430077 -0.822115 0.1 0.1 -0.3
H -4.707917 -0.704301 -0.768811 0.1 0.1 0.0
H -2.018363 0.425370 1.041286 0.0 -0.1 -0.1
H -3.722245 0.600751 0.728212 0.0 0.0 0.1
H -3.356669 -2.554166 2.037284 -0.2 0.4 -0.2
H -2.189389 -4.303459 0.040465 0.1 0.2 -0.1
H -3.896763 -3.874606 -0.003285 0.0 0.1 -0.1
H -2.656124 -5.717013 1.980672 0.1 0.0 -0.1
H -4.624231 -5.441103 3.063031 0.0 0.0 0.0
H -0.906039 -3.646658 1.624894 -0.3 0.0 -0.4
H -0.613820 -1.745702 3.670754 -0.1 0.2 0.0
H -2.266582 -2.301389 3.759529 -0.2 0.1 0.0
H -1.168946 -4.721967 3.524842 -0.2 0.0 0.1
H 0.280570 -3.872244 3.980398 0.0 -0.2 -0.1
H -1.991294 -3.197843 5.763690 0.0 0.0 0.1
H -0.292993 -3.551626 6.116024 -0.1 0.2 0.1
H -2.415223 -5.634001 5.518887 0.0 -0.2 0.2
H -1.752721 -5.271900 7.131975 -0.1 0.1 0.0
H 0.005220 -7.523117 4.068055 0.0 -0.1 0.0
H -0.398504 -0.734978 1.853399 -0.2 0.1 0.1
H 1.119835 -3.009977 1.976047 0.1 -0.1 -0.1
H 1.513611 -2.384771 0.371435 0.0 -0.1 0.0
H 1.587328 -0.731615 2.930572 0.1 0.0 0.3
H 2.061801 -0.188409 1.340976 0.1 0.0 0.0
H 0.132544 -1.271135 -0.801634 0.0 0.0 0.0
H -1.825008 0.898042 -0.853552 -0.1 0.0 0.0
H -3.130357 0.275429 -1.890175 -0.1 -0.1 -0.1
H -1.603504 0.704784 -4.314612 -0.1 -0.1 0.1
H -0.119038 -3.747146 -0.215053 -0.1 0.0 0.0
H 0.339964 -4.798684 -1.538230 0.0 -0.1 0.1
H 0.825536 -3.132710 -1.563690 0.0 0.0 0.0
C 7.758845 4.761885 -4.762964 0.0 0.0 0.0
C 8.951237 5.349818 -4.354959 0.0 0.0 0.0
C 9.623750 4.862503 -3.247592 0.0 0.1 -0.1
C 9.102812 3.788306 -2.537910 0.0 -0.1 0.0
C 7.897810 3.206746 -2.938778 0.0 0.0 0.1
C 7.232743 3.693910 -4.056959 0.0 0.1 -0.1
C 7.299108 2.074249 -2.177249 0.0 0.0 0.0
O 6.253555 1.564859 -2.525046 0.0 0.0 0.0
C 8.022927 1.591977 -0.965730 0.0 0.1 -0.1
C 7.464526 0.566237 -0.214680 0.0 -0.1 0.1
C 8.124796 0.094722 0.907360 0.0 0.0 0.0
C 9.347896 0.641721 1.279956 0.0 0.0 0.0
C 9.906187 1.668141 0.537323 0.0 -0.1 0.1
C 9.244121 2.150413 -0.584024 0.0 0.0 -0.1
C 9.853963 3.270824 -1.357946 0.0 0.0 0.0
O 10.921765 3.744153 -1.036875 0.0 0.0 0.0
H 7.239623 5.140383 -5.633267 0.0 0.0 0.0
H 9.356537 6.188829 -4.904386 0.0 0.0 0.0
H 10.554503 5.306557 -2.923687 0.0 0.0 0.0
H 6.305708 3.229707 -4.362681 0.0 0.0 0.0
H 6.516005 0.146336 -0.517629 0.0 0.0 -0.1
H 7.689591 -0.702613 1.494766 0.0 0.0 0.0
H 9.864647 0.266918 2.153386 0.0 0.0 0.0
H 10.854700 2.104325 0.817576 0.0 0.0 0.0
C -2.392817 6.178229 -4.677501 0.0 0.0 0.0
C -2.003629 4.857436 -4.875200 0.0 0.0 0.0
C -2.933660 3.916621 -5.281672 0.1 0.0 0.1
C -4.257125 4.285609 -5.480150 -0.1 0.0 0.0
C -4.650673 5.606706 -5.262969 0.0 -0.1 0.0
C -3.712315 6.552173 -4.869293 0.1 0.0 0.0
C -6.073397 6.021480 -5.434270 0.0 0.0 0.0
O -6.416719 7.168359 -5.251877 0.0 0.0 0.0
C -7.058666 4.973325 -5.830633 0.1 0.0 0.0
C -8.396416 5.323727 -5.956896 -0.1 0.0 0.0
C -9.326954 4.372159 -6.338005 0.0 0.0 0.0
C -8.925080 3.067075 -6.600585 0.0 0.0 0.0
C -7.593564 2.710725 -6.472716 -0.1 0.0 0.0
C -6.656394 3.659006 -6.081954 0.0 0.1 0.0
C -5.232511 3.250196 -5.929982 0.0 0.0 -0.1
O -4.873745 2.113324 -6.164583 0.0 0.0 0.1
H -1.664414 6.916201 -4.369282 0.0 0.0 0.0
H -0.974846 4.564908 -4.712540 0.0 0.0 0.0
H -2.647621 2.887796 -5.445076 0.0 0.0 -0.1
H -4.027366 7.574627 -4.714679 -0.1 0.0 0.0
H -8.695659 6.342939 -5.756641 0.1 0.0 0.0
H -10.368569 4.647111 -6.435093 0.0 0.0 0.0
H -9.653596 2.328238 -6.906500 0.0 0.0 0.0
H -7.268452 1.699861 -6.675145 0.1 0.0 0.0
```
Forces are in eV/Å.



# 2
Density functional theory data (the ωB97M-V functional and the def2-TZVPD basis) for a gas-phase ion, C5H14N3 (charge +1) at a distorted geometry.

spin multiplicity = 1
energy above the lowest of the compared OMol25 structures with the same formula, charge and spin = 47.4 kcal per mole
E_tot = -9875.110 eV
molecular weight = 116.2 g mol⁻¹
SMILES string = C[C@@H]([NH3+])C/C(N)=C/N
lowest unoccupied orbital energy = -3.0 eV
total charge = +1

The geometry in XYZ format:
```
22
Properties=species:S:1:pos:R:3:forces:R:3
C -0.368639 1.138275 2.355551 0.1 3.6 -0.7
C 0.472770 0.957126 1.055638 -0.1 1.4 1.0
N 1.169752 -0.379452 1.243501 -2.7 -1.5 -4.7
C -0.442053 0.968600 -0.161925 -0.1 0.5 -1.9
C -0.144983 -0.124495 -1.165358 -0.2 0.5 1.1
N 1.174044 -0.089092 -1.724890 0.0 0.2 -1.1
C -1.024202 -1.123256 -1.255524 -1.6 0.7 1.2
N -1.016926 -2.192648 -2.074561 0.9 -0.8 -0.1
H 0.236994 1.657425 3.117179 -0.1 -1.2 0.3
H -1.002813 0.319691 2.672818 0.3 -0.4 0.1
H -1.083783 2.011574 2.178786 0.6 -1.2 -0.2
H 1.257184 1.797858 0.907142 -1.1 -1.7 0.7
H 1.624662 -0.766139 0.291299 -1.5 1.1 1.8
H 1.903913 -0.316871 1.844552 2.3 0.1 2.8
H 0.377006 -1.014725 1.558045 1.8 0.5 -0.4
H -1.536939 1.042546 0.031290 0.9 -0.5 0.4
H -0.264549 1.920341 -0.720873 0.0 -0.4 0.6
H 1.199188 -0.690458 -2.579232 0.4 0.9 0.9
H 1.503436 0.886039 -1.958579 -0.7 -1.5 0.1
H -1.903181 -1.093763 -0.544944 1.0 0.1 -1.1
H -1.866604 -2.607253 -2.356925 -0.7 -0.3 -0.2
H -0.264270 -2.301326 -2.712985 0.3 -0.2 -0.5
```
Forces are in eV/Å.